# 1
100
Properties=species:S:1:pos:R:3:forces:R:3 method="wB97M-V/def2-TZVPD" e_lumo_ev=-5.118 charge=+2 total_energy_ev=-83362.1940 multiplicity=1 max_force_ev_per_a=0.69 relative_energy_ev=0.000
Os 1.402939 0.875473 -0.539031 -0.56 0.40 0.01
C -0.475813 1.121995 8.059823 -0.01 0.00 0.00
C -0.126359 0.819864 6.634040 0.00 -0.01 0.00
C -0.100567 1.837475 5.676582 0.03 0.01 0.00
C 0.194362 1.566981 4.354755 0.06 -0.03 0.02
C 0.461127 0.250825 3.985880 -0.11 0.06 0.03
C 0.447228 -0.785617 4.917413 -0.08 -0.02 -0.06
C 0.153192 -0.488817 6.234691 0.01 0.02 0.03
S 0.851442 -0.135003 2.343890 0.10 -0.12 0.09
O 0.298567 0.912449 1.462405 0.45 -0.27 -0.21
O 0.549030 -1.496172 2.039957 -0.05 0.04 0.03
N 2.494811 0.077052 2.106200 0.07 0.10 -0.02
C 3.273241 0.163094 3.099806 0.06 -0.03 0.10
C 4.110136 2.555874 0.905838 0.00 -0.02 0.06
O 3.961618 3.394337 1.683882 -0.03 -0.02 -0.03
O 4.260388 1.694122 0.136869 -0.01 -0.04 0.02
H -0.225867 2.148261 8.322109 0.00 0.00 0.00
H 0.037267 0.448689 8.744236 0.00 0.00 0.00
H -1.549369 0.992248 8.214209 0.00 0.00 0.00
H -0.317334 2.854819 5.976468 0.00 0.00 0.00
H 0.202000 2.356874 3.616308 0.00 0.01 0.00
H 0.642685 -1.803606 4.606075 0.00 0.01 0.00
H 0.136034 -1.284617 6.968291 0.00 0.00 0.00
H 4.337995 0.274744 2.911630 0.00 -0.01 -0.01
H 2.932686 0.127880 4.136395 0.04 0.01 -0.01
C 3.192034 0.372528 -3.108110 -0.01 -0.01 -0.01
O 2.323168 1.290465 -2.418125 0.11 -0.01 0.02
C 2.802668 2.646917 -2.474627 0.01 -0.01 0.02
C 1.807606 3.540311 -1.781412 0.00 0.03 -0.01
O 1.612413 3.055618 -0.437688 0.05 -0.03 -0.07
C 0.726172 3.896034 0.320589 -0.06 -0.02 -0.03
H 3.337618 0.732006 -4.125864 0.00 0.00 0.00
H 2.693569 -0.591283 -3.119822 0.01 0.01 0.00
H 4.150938 0.300618 -2.592125 0.00 0.00 0.00
H 2.889704 2.942544 -3.521528 -0.01 0.01 -0.01
H 3.787057 2.696203 -2.006283 0.00 0.01 -0.02
H 0.846344 3.539687 -2.299819 0.00 0.01 0.00
H 2.195592 4.560242 -1.743130 0.01 0.00 0.01
H 1.147877 4.899226 0.374078 0.00 0.01 0.00
H 0.657773 3.461693 1.312647 0.01 0.00 0.01
H -0.258755 3.917348 -0.148494 0.00 0.00 0.00
C -2.896918 0.747960 3.397289 -0.05 -0.04 -0.01
C -4.220757 0.183602 2.899999 0.01 0.02 -0.01
C -4.373403 0.298063 1.385396 0.01 0.00 0.01
C -3.292421 -0.475034 0.610712 0.01 -0.03 0.01
N -2.211697 0.357703 0.070510 0.04 0.00 0.02
C -2.017755 0.684938 -1.195181 -0.01 0.10 0.06
S -0.505951 1.276541 -1.789424 0.10 -0.16 -0.05
N -2.991150 0.600465 -2.113044 -0.03 -0.08 -0.04
C -4.399922 0.989899 -1.905735 -0.01 0.02 0.02
C -4.550698 2.484687 -1.653108 -0.01 -0.01 -0.03
C -4.013507 3.356660 -2.783290 -0.01 0.00 0.00
C -4.299054 4.834838 -2.550661 0.01 0.00 0.00
H -2.821351 0.694022 4.483838 0.00 0.00 -0.01
H -2.777204 1.794251 3.102789 0.01 0.00 0.00
H -2.052781 0.182923 2.992762 -0.03 0.02 0.00
H -5.049992 0.705506 3.379522 0.00 0.01 0.00
H -4.307644 -0.866364 3.193603 0.00 0.00 0.00
H -4.327603 1.351629 1.098043 -0.03 -0.01 -0.02
H -5.360055 -0.064065 1.091360 0.00 -0.03 0.02
H -3.710057 -1.047137 -0.215705 0.02 0.00 0.00
H -2.808584 -1.194604 1.275765 -0.03 -0.03 -0.02
H -1.439402 0.572762 0.686540 0.01 -0.04 0.01
H -2.651549 0.762852 -3.050130 -0.01 0.02 -0.01
H -4.829918 0.412641 -1.092826 -0.01 0.04 -0.07
H -4.926520 0.698980 -2.814202 0.01 0.00 -0.01
H -4.050626 2.747808 -0.714731 0.01 0.02 0.01
H -5.613987 2.690691 -1.503265 0.00 -0.01 0.01
H -4.463257 3.038807 -3.729501 0.00 0.01 0.01
H -2.932956 3.208306 -2.883808 0.00 -0.01 -0.01
H -5.372305 5.022124 -2.499696 0.00 0.00 0.00
H -3.892781 5.448828 -3.353415 0.00 0.00 0.00
H -3.858486 5.175955 -1.611344 0.00 0.00 0.00
C -0.381119 -2.340541 -1.300396 0.00 0.04 0.03
C 1.061262 -2.279949 -0.959105 -0.03 -0.03 -0.04
N 1.765632 -1.181408 -0.725650 -0.05 0.01 0.11
C 3.064080 -1.591547 -0.460155 0.02 0.01 0.02
C 3.130781 -2.937889 -0.521497 0.00 -0.01 -0.01
N 1.859490 -3.363297 -0.832702 0.02 0.02 -0.02
C 1.534075 -4.767707 -1.079064 0.04 0.01 0.01
N 2.331089 -5.292946 -2.136511 -0.05 -0.07 -0.01
N 3.413226 -6.066632 -1.824176 0.02 0.05 0.01
N 4.066824 -6.321576 -2.880284 0.01 0.00 -0.01
C 3.444902 -5.701764 -3.949628 0.01 0.01 0.00
C 3.781367 -5.682086 -5.305058 0.00 0.00 0.00
C 2.965859 -4.954870 -6.140468 0.00 0.00 0.00
C 1.839690 -4.263009 -5.649734 0.00 0.00 -0.01
C 1.494443 -4.277581 -4.315836 -0.01 -0.01 0.01
C 2.326312 -5.021638 -3.475401 -0.01 0.01 0.00
H -0.659038 -1.421407 -1.807625 -0.02 0.02 0.01
H -0.985675 -2.454026 -0.399059 -0.02 0.02 0.02
H -0.601710 -3.172636 -1.966177 0.00 -0.01 0.01
H 3.849642 -0.886024 -0.249863 -0.01 0.00 0.03
H 3.947735 -3.628875 -0.399414 0.00 0.00 -0.01
H 0.472914 -4.854944 -1.296007 0.00 0.02 -0.03
H 1.768065 -5.350501 -0.190703 -0.03 -0.01 0.01
H 4.644638 -6.221291 -5.669302 0.00 0.00 0.00
H 3.182833 -4.913592 -7.198868 0.00 0.00 0.00
H 1.222980 -3.712539 -6.348215 0.00 0.00 0.00
H 0.616775 -3.755295 -3.957151 0.00 0.00 0.00



# 2
110
Properties=species:S:1:pos:R:3:forces:R:3 method="wB97M-V/def2-TZVPD" e_lumo_ev="3.891 / 3.891" charge=-2 total_energy_ev=-307266.3531 multiplicity=4 max_force_ev_per_a=2.04 relative_energy_ev=0.306 s_squared=3.832
Cr -1.064874 1.344239 -0.968863 0.65 -0.67 1.05
S -2.841017 1.932066 -4.987646 0.05 0.09 0.16
C -1.971673 1.712461 -3.588571 -0.09 -0.78 -0.71
S -1.436151 2.951269 -2.543105 0.10 1.05 -0.30
S -1.454857 0.142380 -3.010738 -0.06 0.34 -0.01
S 2.914221 0.622519 1.444381 -0.42 0.48 0.66
S 2.076414 2.281456 2.309881 -0.06 0.38 0.28
S 0.029590 2.269217 2.236235 -0.26 -0.16 -0.01
S -0.670873 3.148779 0.510460 0.19 -0.01 0.27
N -4.730951 5.087932 -1.089873 0.48 -0.26 -0.54
C -5.673760 4.119911 -0.886192 0.21 0.12 0.68
O -6.859245 4.372997 -0.725439 0.27 -0.26 -0.23
C -5.093343 2.726646 -0.791650 -0.93 0.84 0.06
C -5.899387 1.629671 -1.044233 1.20 -0.48 -0.02
C -5.238883 0.414685 -1.098377 -0.88 -0.64 0.22
C -3.875093 0.297908 -0.853466 0.05 -0.96 -0.15
N -3.123217 1.357252 -0.599473 -0.88 0.57 0.38
C -3.774453 2.540936 -0.493198 0.83 -0.94 -0.32
H -5.050547 6.017152 -1.311371 -0.14 -0.09 0.09
H -3.836282 4.818177 -1.508550 -0.48 0.15 0.25
H -6.954109 1.775203 -1.143744 -0.43 -0.13 -0.32
H -5.781482 -0.505373 -1.290326 -0.02 0.10 0.03
H -3.390613 -0.707497 -0.819559 -0.29 1.17 -0.27
H -3.181342 3.337536 -0.126136 0.60 0.68 0.03
C 1.409286 1.652908 -5.485373 -0.28 0.43 0.40
O 1.530677 2.969881 -4.869882 -0.13 -0.55 -0.78
C 1.896717 3.189507 -3.577850 -0.63 -0.14 -0.37
O 1.702586 4.280050 -3.133716 0.10 0.00 0.30
C 2.570280 2.063853 -2.846784 0.81 -0.44 -0.39
C 3.858193 1.811352 -3.180788 -0.38 0.84 0.10
As 5.344666 0.838797 -2.308130 -0.15 -0.43 -0.97
C 5.340101 -0.786148 -3.554948 0.47 1.82 0.27
C 4.438735 0.340556 -0.730791 -0.66 0.01 -0.07
C 3.342668 1.253205 -0.219120 0.38 -0.63 -0.07
As 1.637584 1.172424 -1.354435 0.37 -0.64 -0.10
C 1.824554 -0.778274 -1.716952 1.85 0.73 -0.46
C 3.709368 2.746164 -0.146747 -0.13 0.76 0.32
O 2.934680 3.647913 -0.375376 0.65 -1.22 -0.06
O 4.974642 3.105738 0.217157 -0.28 0.17 -0.32
C 5.933009 2.291250 0.857642 1.12 -0.49 -0.31
C 4.789244 -0.872500 -0.129033 0.49 0.92 -1.03
O 4.316606 -1.409977 0.850554 -0.42 -1.13 1.28
O 5.866883 -1.486569 -0.778339 0.56 0.23 -0.20
C 6.542833 -2.543643 -0.107240 -1.04 0.59 0.21
C 4.479279 2.607330 -4.306529 -0.50 -1.41 0.90
O 4.962305 2.050307 -5.258467 0.26 0.12 -0.73
O 4.465574 3.909689 -4.097952 0.01 1.04 -0.68
C 4.791017 4.685181 -5.260505 0.18 0.73 -0.09
H 0.342422 1.438949 -5.680859 0.39 0.25 0.30
H 1.814115 0.902242 -4.804058 0.04 -0.09 -0.34
H 1.930602 1.674812 -6.455089 0.07 0.02 0.53
H 5.214976 -0.419556 -4.580887 0.49 -0.05 0.27
H 4.562817 -1.457046 -3.344245 -1.12 -0.92 0.54
H 6.290918 -1.226529 -3.296804 0.26 -0.27 -0.48
H 2.582601 -0.908555 -2.535087 -0.93 0.05 0.53
H 0.866662 -1.208821 -1.930743 -0.32 -0.23 -0.15
H 2.301430 -1.200114 -0.817823 -0.48 0.06 -0.18
H 6.320071 2.851302 1.704412 -0.03 0.19 0.12
H 6.796567 2.025259 0.195050 -0.77 0.51 0.15
H 5.555666 1.348209 1.190631 -0.45 -0.35 0.36
H 5.812446 -3.303007 0.162076 0.11 -0.19 0.23
H 7.084377 -2.205331 0.788125 -0.19 -0.01 -0.17
H 7.224917 -2.921628 -0.838385 0.55 -0.35 -0.35
H 4.184783 5.607602 -5.283346 0.28 -0.47 0.49
H 4.565732 4.132505 -6.155299 -0.11 -0.34 -0.29
H 5.862745 4.927629 -5.290082 -0.28 -0.04 0.22
C 0.920596 -2.091814 3.205177 -0.47 1.64 0.21
C -0.199640 -1.514556 4.116264 0.83 0.07 0.31
C -0.648408 -2.621543 5.021097 -0.32 -1.17 -0.22
C 0.373765 -0.342174 4.946152 0.32 -0.65 0.02
O -1.347162 -1.016162 3.410745 0.69 -0.06 0.47
Si -1.902327 -1.395946 1.926537 -0.72 0.86 -0.50
S -0.858598 -0.826926 0.265343 0.27 0.49 -0.49
O -1.976255 -3.008742 1.921854 0.17 -0.52 0.56
C -1.993604 -4.133659 1.091896 0.39 -0.30 0.18
C -3.235296 -4.114850 0.221211 -0.09 1.10 -0.87
C -0.724693 -4.276105 0.233355 -1.27 0.79 -0.35
C -2.076102 -5.294945 2.062813 0.57 -0.01 0.70
O -3.471925 -0.807762 1.927364 0.88 -0.07 -0.89
C -4.420410 -0.886808 2.947424 -0.12 -0.30 0.97
C -5.789487 -0.623059 2.380140 -0.44 0.61 0.29
C -4.113514 0.197327 3.972498 0.10 -0.89 0.80
C -4.444186 -2.295111 3.588448 -0.63 1.28 0.59
H 1.823736 -2.223362 3.803371 -0.07 -0.31 -0.06
H 1.134445 -1.300555 2.491351 0.26 -0.11 -0.35
H 0.632247 -2.980171 2.658055 -0.07 -0.23 0.12
H 0.190689 -3.003486 5.642020 -0.52 0.23 -0.34
H -0.999503 -3.423434 4.329737 0.07 0.23 0.80
H -1.476199 -2.294071 5.648526 -0.05 -0.07 0.17
H 1.271967 -0.694388 5.529310 -0.94 0.33 -0.41
H -0.391417 0.092907 5.625538 0.48 -0.26 -0.47
H 0.723446 0.387189 4.223999 0.01 0.44 0.15
H -3.246922 -3.150717 -0.344121 -0.10 -0.60 0.42
H -4.168628 -4.210205 0.783053 0.18 0.09 0.13
H -3.206128 -4.896304 -0.528909 0.04 -0.33 -0.11
H -0.725824 -3.445281 -0.508719 0.15 -0.96 0.14
H -0.818261 -5.290227 -0.145371 0.34 0.03 -0.74
H 0.185803 -4.208073 0.795783 0.37 0.09 0.54
H -2.862802 -5.044282 2.767346 -0.21 -0.19 0.20
H -1.124697 -5.375354 2.644353 -0.65 -0.10 -0.49
H -2.320272 -6.228518 1.564058 0.13 -0.22 -0.04
H -5.834551 0.437940 2.061676 -0.28 -0.54 0.12
H -6.541316 -0.850244 3.177502 0.38 0.36 -0.76
H -5.945706 -1.261228 1.524988 -0.27 -0.24 -0.36
H -3.961187 1.137889 3.487413 0.10 0.62 -0.39
H -3.190086 -0.110132 4.452041 0.15 0.33 0.28
H -4.901263 0.305546 4.731235 0.07 -0.11 -0.19
H -4.899675 -2.962562 2.877093 -0.24 -0.51 -0.15
H -5.073219 -2.184144 4.500082 0.35 -0.49 -0.46
H -3.460844 -2.656380 3.835815 0.30 -0.05 0.24